Formula: C48H67F11N2O36P2S
Source: the OMol25 dataset
Level of theory: the ωB97M-V functional and the def2-TZVPD basis

Values from the calculation:
Lowest unoccupied orbital energy in eV: 0.21
Structure (SMILES): CCCCCCC[C@H](NC)[C@@H](CCOC(C)=O)O[C@@H]([PH2]=N)[PH2]=S.O=C1OC[C@@H](F)O1.O=C1OC[C@@H](F)O1.O=C1OC[C@@H](F)O1.O=C1OC[C@@H](F)O1.O=C1OC[C@@H](F)O1.O=C1OC[C@@H](F)O1.O=C1OC[C@@H](F)O1.O=C1OC[C@@H](F)O1.O=C1OC[C@@H](F)O1.O=C1OC[C@@H](F)O1.O=C1OC[C@@H](F)O1
Charge: 0
Energy in hartree: -6866.88093
Orbital gap in hartree: 0.2852

Geometry as XYZ:
```
167
Properties=species:S:1:pos:R:3:forces:R:3:lowdin_charge:R:1
C 5.85758 3.45196 0.14365 -0.593 -0.220 -0.443 -0.10
C 5.34674 3.86274 -1.25480 0.349 -0.618 1.230 -0.23
C 3.96110 3.26765 -1.44261 -0.481 0.732 -0.349 -0.21
C 3.15576 3.86894 -2.60582 0.518 -0.140 -0.512 -0.19
C 2.41627 2.86138 -3.49928 0.137 -0.002 0.375 -0.18
C 1.67315 1.73652 -2.76526 -0.666 0.167 -0.541 -0.18
C 0.14682 1.97245 -2.59794 0.829 -0.202 0.434 -0.13
C -0.30338 1.47084 -1.22484 -0.284 -0.025 -0.056 -0.31
N -1.76502 1.37797 -1.00659 0.492 0.317 -0.320 -0.04
C -2.62194 1.92491 -2.06481 -0.556 -0.816 0.422 -0.11
C 0.28674 2.30488 -0.07558 -1.068 0.359 -0.129 -0.30
C -0.41990 3.67225 0.02079 0.695 -0.086 0.374 -0.07
C 0.55926 4.81842 -0.02726 -1.180 0.766 -0.238 -0.17
O 1.31108 4.86399 1.19045 0.690 0.227 -0.406 -0.05
C 2.29149 5.80103 1.24942 2.216 -0.695 1.116 -0.47
C 2.03552 7.16567 0.67865 -0.249 -0.317 0.035 0.02
O 3.35281 5.50523 1.80439 -1.988 0.512 -0.819 0.06
O 0.01296 1.60058 1.14854 0.581 -0.026 0.205 -0.17
C 1.11616 1.02927 1.83831 -0.104 0.656 -1.026 -0.60
P 2.01755 -0.30053 0.87812 0.905 -1.407 1.441 0.72
N 2.85686 -1.28178 1.77145 -0.217 0.190 -0.315 -0.32
P 2.30212 2.26580 2.56913 1.121 -0.582 1.262 0.36
S 3.49565 1.48418 3.90389 -0.174 0.062 -0.149 0.08
H 5.58024 2.41046 0.30204 0.187 -0.171 0.100 0.07
H 6.93621 3.51759 0.23498 0.086 0.236 0.191 0.06
H 5.32941 4.02165 0.90822 0.236 0.160 0.165 0.05
H 5.35107 4.95056 -1.28714 -0.044 0.057 -0.446 0.08
H 6.03725 3.42044 -1.96540 -0.016 0.359 -0.451 0.10
H 3.39858 3.44573 -0.52040 -0.013 -0.299 0.140 0.08
H 4.06746 2.19572 -1.59603 0.053 -0.142 0.179 0.11
H 3.86471 4.39440 -3.24967 -0.008 0.122 -0.105 0.11
H 2.46219 4.64127 -2.27698 -0.029 0.046 0.194 0.08
H 1.72554 3.43365 -4.11802 -0.181 -0.127 -0.146 0.11
H 3.12206 2.40702 -4.19275 0.222 0.025 0.037 0.11
H 1.79108 0.83736 -3.36674 -0.010 -0.213 0.088 0.11
H 2.10073 1.50040 -1.79552 0.317 0.141 -0.021 0.05
H -0.33314 1.39979 -3.38157 -0.434 0.147 -0.048 0.10
H -0.09371 3.02879 -2.71906 -0.044 0.108 -0.077 0.11
H 0.09430 0.46103 -1.11564 0.098 -0.070 -0.045 0.11
H -1.97965 0.39891 -0.90693 -0.220 -0.040 0.135 0.10
H -3.64233 1.91165 -1.67939 -0.092 0.101 0.045 0.08
H -2.62176 1.27433 -2.94177 0.097 0.642 -0.210 0.05
H -2.39930 2.95877 -2.29913 0.230 0.056 -0.135 0.07
H 1.35008 2.50979 -0.21722 0.173 -0.369 0.192 0.11
H -0.93646 3.71040 0.97598 -0.238 -0.027 0.009 0.14
H -1.14626 3.83444 -0.76775 -0.114 -0.151 -0.095 0.11
H 1.19250 4.75091 -0.90983 0.351 -0.137 0.183 0.10
H -0.00155 5.75020 -0.13106 -0.021 0.098 0.027 0.13
H 1.09754 7.54408 1.07757 -0.132 0.080 -0.120 0.09
H 1.94204 7.11337 -0.40275 -0.126 0.041 -0.110 0.07
H 2.83328 7.84812 0.94077 0.207 -0.076 0.123 0.09
H 0.69946 0.49568 2.68980 0.083 -0.096 0.172 0.09
H 2.87943 0.34316 -0.03612 -0.602 0.401 -0.252 0.01
H 0.99104 -1.00883 0.22309 -0.134 0.690 -0.485 0.02
H 2.51151 -2.22856 1.68512 0.047 -0.092 0.195 -0.05
H 1.54177 3.29571 3.13731 -0.348 -0.027 -0.525 -0.01
H 3.07220 2.84309 1.54871 -0.541 0.072 -0.270 -0.05
O -1.83188 -0.47675 -3.88595 0.076 -0.157 -0.043 0.15
C -2.77275 -1.20188 -3.86283 0.138 -0.046 0.100 -0.55
O -2.70844 -2.54024 -3.74827 -0.201 0.009 -0.057 0.09
C -4.05231 -3.03808 -3.60511 -0.038 -0.107 0.166 -0.05
C -4.85612 -1.92809 -4.23613 -0.062 0.076 0.293 -0.30
F -6.07166 -1.78417 -3.65332 0.049 0.058 -0.027 0.08
O -4.06493 -0.78288 -3.95236 0.070 -0.136 -0.334 0.13
H -4.28392 -3.16696 -2.53904 0.045 0.226 -0.505 0.11
H -4.16875 -3.99143 -4.11028 0.218 -0.012 -0.069 0.14
H -4.98931 -2.01169 -5.31636 -0.126 0.040 0.015 0.17
O 8.11638 8.35629 5.06624 0.098 0.130 0.033 0.18
C 7.65097 7.46348 4.44580 -0.026 0.043 -0.128 -0.56
O 6.37070 7.41212 4.00486 0.138 -0.156 -0.022 0.07
C 6.23233 6.24846 3.17803 -0.361 -0.084 0.030 -0.06
C 7.36253 5.37892 3.67335 0.167 0.063 -0.287 -0.31
F 7.88583 4.61256 2.68568 0.073 0.056 0.057 0.07
O 8.32803 6.33738 4.07770 -0.234 -0.054 0.272 0.13
H 6.36643 6.52701 2.13180 0.129 -0.095 -0.015 0.14
H 5.25438 5.79368 3.30032 -0.053 0.143 0.104 0.12
H 7.10684 4.74227 4.52143 0.037 -0.108 -0.068 0.18
O 7.30005 1.37556 -1.59121 -0.115 -0.067 -0.040 0.17
C 8.47429 1.51788 -1.59138 0.001 0.072 0.097 -0.54
O 9.15736 2.27707 -2.48586 0.105 -0.083 0.103 0.07
C 10.52652 2.31993 -2.07076 0.132 0.169 -0.188 -0.05
C 10.63671 1.06717 -1.23503 -0.137 0.262 0.259 -0.31
F 11.52065 1.21721 -0.21275 -0.071 -0.055 -0.002 0.08
O 9.32708 0.94553 -0.69983 0.035 -0.083 -0.318 0.14
H 10.69960 3.21954 -1.47778 0.017 -0.084 0.127 0.14
H 11.19498 2.32069 -2.92734 -0.177 -0.047 -0.129 0.14
H 10.88555 0.17257 -1.79486 0.101 -0.069 0.078 0.14
O -4.41938 -4.48994 -1.04928 -0.069 -0.157 0.195 0.16
C -5.28274 -5.27038 -1.29467 -0.067 0.090 0.141 -0.54
O -6.05436 -5.87104 -0.37163 0.032 -0.041 -0.068 0.08
C -7.06268 -6.62602 -1.05552 -0.196 -0.143 0.255 -0.04
C -6.42208 -6.85744 -2.40163 -0.248 0.599 -0.184 -0.30
F -7.34106 -6.89201 -3.39878 0.105 0.066 0.003 0.08
O -5.62165 -5.67857 -2.54614 0.156 -0.212 0.103 0.12
H -7.97193 -6.02729 -1.13219 0.046 0.043 -0.191 0.15
H -7.28251 -7.54262 -0.52527 0.184 -0.021 0.177 0.11
H -5.78634 -7.72753 -2.47105 0.047 -0.105 -0.065 0.15
O 0.30190 8.41998 -1.73232 0.128 -0.129 -0.030 0.17
C 0.10561 9.50465 -1.29725 0.081 0.080 0.003 -0.55
O 0.17049 9.83489 0.01817 -0.089 0.148 -0.280 0.06
C 0.01852 11.25852 0.11437 -0.030 0.041 0.405 -0.04
C -0.70652 11.58539 -1.16949 0.271 0.170 -0.122 -0.31
F -0.36934 12.80471 -1.64656 -0.004 -0.068 -0.032 0.08
O -0.22005 10.58695 -2.05014 -0.274 -0.155 0.187 0.14
H 1.00207 11.72766 0.15617 -0.018 0.059 -0.162 0.15
H -0.54487 11.52784 1.00338 -0.031 -0.214 0.035 0.14
H -1.79364 11.51358 -1.10870 -0.012 0.098 -0.054 0.18
O 12.52988 -1.16290 -1.72788 0.017 -0.112 -0.112 0.16
C 13.32011 -1.24267 -0.84868 -0.090 0.119 0.098 -0.55
O 14.32724 -0.36562 -0.64001 0.049 -0.152 0.082 0.08
C 14.96704 -0.71549 0.59213 0.238 0.185 -0.002 -0.05
C 14.60277 -2.17590 0.72686 -0.221 0.072 0.257 -0.31
F 14.46297 -2.54827 2.02021 -0.037 -0.019 -0.053 0.08
O 13.34088 -2.23127 0.08435 0.275 -0.046 -0.250 0.14
H 14.54735 -0.11944 1.40323 -0.080 -0.127 0.060 0.15
H 16.03836 -0.54369 0.53611 -0.027 0.042 -0.212 0.14
H 15.29020 -2.86298 0.23057 0.005 -0.069 0.095 0.17
O -7.28655 -8.62723 2.24884 0.136 0.181 -0.253 0.15
C -7.01491 -7.64857 2.87188 0.115 0.390 -0.067 -0.54
O -6.31667 -7.65282 4.02624 0.058 0.217 -0.180 0.06
C -6.08784 -6.28536 4.41042 0.084 -0.042 0.252 -0.01
C -7.20452 -5.57701 3.68197 0.235 0.419 -0.002 -0.31
F -6.84056 -4.33686 3.30971 -0.027 -0.101 -0.118 0.11
O -7.37929 -6.39416 2.52534 -0.205 -0.379 0.241 0.14
H -5.10714 -5.96150 4.06175 -0.060 0.029 -0.140 0.15
H -6.14056 -6.17384 5.48941 -0.096 -0.214 0.008 0.15
H -8.14740 -5.53184 4.22417 0.022 0.131 0.026 0.16
O 5.46181 8.74262 -5.14199 0.060 0.063 -0.123 0.19
C 5.24884 8.61628 -3.98844 0.142 -0.036 0.025 -0.54
O 5.49948 7.49160 -3.26957 -0.111 0.153 0.100 0.07
C 5.24200 7.77987 -1.89251 -0.019 -0.276 0.070 -0.05
C 4.28960 8.94640 -1.99581 0.223 0.233 0.122 -0.32
F 4.43662 9.80789 -0.95371 -0.095 0.020 -0.044 0.07
O 4.70628 9.58303 -3.18490 -0.212 -0.316 -0.066 0.13
H 6.17207 8.06188 -1.39639 -0.051 0.146 0.023 0.15
H 4.81255 6.91860 -1.38612 -0.017 -0.047 -0.200 0.11
H 3.23699 8.66648 -2.08392 -0.035 0.080 0.112 0.16
O -9.82213 -4.01537 3.59847 -0.059 0.172 0.114 0.17
C -10.56232 -4.87880 3.26457 0.018 -0.038 -0.193 -0.56
O -11.22084 -5.70536 4.10319 0.034 -0.020 -0.184 0.09
C -12.06914 -6.55037 3.31389 -0.278 -0.349 0.143 -0.05
C -11.39371 -6.49863 1.96718 -0.212 0.203 -0.116 -0.31
F -12.27666 -6.60118 0.94403 0.068 0.066 0.001 0.08
O -10.81161 -5.20828 1.96317 0.170 -0.110 0.190 0.13
H -13.07573 -6.13084 3.28822 0.046 0.088 -0.202 0.15
H -12.10157 -7.55872 3.71071 0.104 0.172 0.234 0.10
H -10.60368 -7.24105 1.83024 -0.068 -0.064 -0.110 0.17
O -6.61429 -9.54258 -1.64152 -0.009 -0.258 0.090 0.17
C -7.53952 -10.27252 -1.50210 0.085 -0.024 0.145 -0.53
O -7.44912 -11.59822 -1.27664 -0.156 0.046 -0.040 0.09
C -8.76967 -12.09252 -1.01868 0.035 -0.288 -0.006 -0.04
C -9.62978 -11.04630 -1.68967 -0.138 0.091 0.298 -0.31
F -10.80696 -10.86814 -1.04863 0.057 0.063 -0.015 0.08
O -8.83870 -9.87578 -1.55018 0.077 -0.151 -0.285 0.14
H -8.94194 -12.12529 0.05774 -0.105 0.108 -0.001 0.14
H -8.90058 -13.08759 -1.43386 0.201 0.022 -0.092 0.14
H -9.82243 -11.22582 -2.74833 -0.108 0.029 0.011 0.18
O -11.08091 -9.07156 4.68855 -0.021 -0.130 0.086 0.16
C -10.03070 -9.61109 4.56409 0.101 -0.124 0.023 -0.53
O -8.87556 -9.17170 5.11296 0.009 -0.057 -0.102 0.08
C -7.85885 -10.14903 4.84753 0.340 -0.030 0.080 -0.04
C -8.41547 -10.84962 3.63200 -0.025 -0.316 -0.039 -0.31
F -8.07486 -12.16140 3.59809 -0.101 -0.122 0.073 0.08
O -9.81976 -10.73741 3.83539 -0.001 0.347 -0.063 0.14
H -7.77283 -10.82510 5.69913 -0.113 -0.118 -0.065 0.15
H -6.89959 -9.67335 4.66459 -0.228 0.078 0.039 0.12
H -8.14818 -10.38351 2.68359 -0.054 -0.282 0.195 0.14
```
Positions in Å, forces in eV/Å.